1.
{"formula": "C12H17N2O3PtSbSe4", "method": "ωB97M-V/def2-TZVPD", "fmax_ev_per_a": 0.51, "e_above_lowest_kcal_mol": 4.8, "charge": -2, "spin_multiplicity": 1, "elements": ["Pt", "Se", "Sb", "Se", "Se", "Se", "C", "C", "C", "C", "C", "C", "C", "C", "C", "C", "O", "O", "H", "H", "H", "H", "H", "H", "H", "H", "H", "H", "H", "C", "N", "C", "N", "O", "H", "H", "H", "H", "H", "H"], "xyz": [[1.934, 1.731, -0.407], [6.492, 4.217, -0.728], [4.370, 4.216, 0.416], [2.328, 3.971, -1.095], [3.646, 1.900, 1.213], [4.008, 5.853, 2.157], [-3.253, -4.557, -2.074], [-2.304, -3.424, -1.779], [-1.336, -3.046, -2.699], [-0.474, -1.982, -2.451], [0.565, -1.574, -3.460], [-0.582, -1.301, -1.241], [-1.541, -1.663, -0.293], [-1.646, -0.912, 1.006], [-2.394, -2.722, -0.583], [0.331, -0.148, -0.956], [1.228, -0.270, -0.065], [0.224, 0.917, -1.616], [-2.889, -5.169, -2.900], [-4.241, -4.181, -2.351], [-3.381, -5.203, -1.204], [-1.248, -3.589, -3.636], [0.556, -2.242, -4.322], [1.564, -1.588, -3.019], [0.391, -0.552, -3.798], [-0.712, -0.975, 1.564], [-2.457, -1.304, 1.620], [-1.823, 0.153, 0.836], [-3.144, -3.007, 0.149], [0.525, 0.878, 3.497], [0.868, 2.280, 3.379], [0.039, 3.091, 2.634], [0.580, 4.317, 2.319], [-1.114, 2.789, 2.344], [0.727, 0.515, 4.509], [1.086, 0.271, 2.780], [-0.537, 0.770, 3.289], [1.850, 2.443, 3.180], [1.592, 4.396, 2.304], [0.175, 4.702, 1.479]]}

=====

2.
{"formula": "C12H17N3ORhS2", "method": "ωB97M-V/def2-TZVPD", "fmax_ev_per_a": 2.67, "e_above_lowest_kcal_mol": 14.6, "s_squared": 6.025, "charge": 1, "spin_multiplicity": 5, "elements": ["Rh", "C", "S", "C", "S", "N", "N", "C", "C", "C", "C", "C", "C", "N", "H", "H", "H", "H", "H", "H", "H", "H", "C", "C", "C", "C", "O", "H", "H", "H", "H", "H", "H", "H", "H", "H"], "xyz": [[0.435, -0.290, -0.973], [-1.381, -5.660, -1.358], [-0.582, -4.818, 0.032], [-0.636, -3.133, -0.509], [0.804, -2.553, -1.283], [-1.669, -2.411, -0.206], [-1.582, -1.132, -0.461], [-2.481, -0.207, -0.302], [-2.096, 1.108, -0.733], [-2.780, 2.277, -0.381], [-2.371, 3.486, -0.908], [-1.299, 3.514, -1.800], [-0.621, 2.336, -2.055], [-0.996, 1.172, -1.533], [-1.372, -6.719, -1.116], [-0.823, -5.481, -2.272], [-2.401, -5.298, -1.449], [-3.463, -0.396, 0.122], [-3.609, 2.213, 0.307], [-2.879, 4.399, -0.641], [-0.994, 4.427, -2.284], [0.242, 2.310, -2.714], [1.525, 0.332, 2.749], [2.003, 0.798, 1.357], [2.655, 2.193, 1.466], [3.018, -0.214, 0.785], [0.919, 0.871, 0.525], [2.360, 0.332, 3.444], [1.110, -0.672, 2.679], [0.752, 1.005, 3.112], [3.477, 2.160, 2.177], [1.923, 2.921, 1.805], [3.035, 2.504, 0.496], [3.957, -0.166, 1.331], [3.206, 0.022, -0.270], [2.615, -1.227, 0.863]]}

=====

3.
{"formula": "C12H17N5O", "method": "ωB97M-V/def2-TZVPD", "fmax_ev_per_a": 3.10, "smiles": "CN1C(=O)Cc2cnc(N3CCCNCC3)nc21", "e_above_lowest_kcal_mol": 5.3, "spin_multiplicity": 1, "elements": ["O", "N", "N", "C", "C", "C", "C", "C", "N", "N", "N", "C", "C", "C", "C", "C", "C", "C", "H", "H", "H", "H", "H", "H", "H", "H", "H", "H", "H", "H", "H", "H", "H", "H", "H"], "xyz": [[-0.665, -5.402, 1.187], [-0.155, 0.325, 1.679], [0.256, -1.113, -0.130], [-0.797, -4.174, 1.154], [0.302, 0.097, 0.444], [-0.662, -0.684, 2.404], [-0.288, -2.078, 0.590], [-0.781, -1.941, 1.838], [-0.342, -3.397, 0.106], [-1.039, 2.796, -1.607], [0.878, 1.146, -0.275], [-1.179, -3.282, 2.358], [0.644, -3.948, -0.851], [-0.276, 1.836, -2.472], [0.931, 1.131, -1.750], [-0.387, 3.920, -0.915], [1.291, 2.416, 0.364], [0.179, 3.423, 0.388], [-1.008, -0.552, 3.427], [-1.612, 2.254, -0.921], [-2.253, -3.339, 2.573], [-0.604, -3.569, 3.262], [0.641, -3.355, -1.793], [0.410, -4.997, -1.031], [1.621, -3.930, -0.368], [-1.036, 1.143, -2.852], [0.155, 2.299, -3.353], [1.001, 0.123, -2.126], [1.878, 1.576, -2.117], [0.411, 4.389, -1.557], [-1.151, 4.640, -0.731], [1.637, 2.205, 1.402], [2.120, 2.797, -0.211], [-0.657, 2.938, 0.983], [0.534, 4.309, 0.903]]}

=====

4.
{"formula": "C12H17N5O2PPtSTe4", "method": "ωB97M-V/def2-TZVPD", "fmax_ev_per_a": 2.17, "total_energy_ev": -76805.84589, "charge": 1, "spin_multiplicity": 1, "elements": ["Pt", "Te", "Te", "Te", "Te", "N", "C", "C", "C", "C", "C", "C", "N", "C", "C", "C", "S", "C", "N", "H", "H", "H", "H", "H", "H", "H", "N", "C", "P", "O", "O", "C", "N", "H", "H", "H", "H", "H", "H", "H", "H", "H", "H"], "xyz": [[-1.098, -1.803, -0.740], [-2.086, -4.216, -0.195], [0.222, -5.577, 0.112], [2.227, -3.763, -0.327], [1.131, -2.119, -2.134], [-1.740, 2.496, -0.897], [-0.855, 2.630, -1.936], [-0.363, 3.746, -2.596], [0.524, 3.521, -3.628], [0.912, 2.225, -3.984], [0.417, 1.115, -3.336], [-0.481, 1.311, -2.291], [-1.145, 0.432, -1.474], [-1.876, 1.168, -0.658], [-2.740, 0.616, 0.351], [-3.543, 1.290, 1.234], [-4.385, 0.195, 2.240], [-3.608, -1.104, 1.419], [-2.801, -0.738, 0.483], [-2.179, 3.239, -0.379], [-0.660, 4.742, -2.309], [0.930, 4.358, -4.176], [1.619, 2.088, -4.789], [0.702, 0.120, -3.647], [-3.679, 2.345, 1.350], [-3.799, -2.130, 1.671], [2.777, 0.389, -0.113], [3.015, -0.350, 1.117], [1.393, -0.410, 2.005], [1.096, 0.833, 2.730], [0.286, -0.953, 1.106], [1.529, -1.905, 3.187], [0.110, -2.304, 3.231], [2.248, 1.232, 0.108], [1.737, -0.832, -1.326], [3.661, 0.669, -0.532], [3.734, 0.135, 1.789], [3.386, -1.350, 0.872], [1.918, -1.650, 4.170], [2.120, -2.709, 2.746], [-0.189, -1.967, 2.233], [-0.398, -1.722, 3.899], [-0.072, -3.291, 3.415]]}

=====

5.
{"formula": "C12H17NO", "method": "ωB97M-V/def2-TZVPD", "fmax_ev_per_a": 9.32, "smiles": "CCc1c[nH]c2ccccc12.CCO", "e_above_lowest_kcal_mol": 96.5, "spin_multiplicity": 1, "elements": ["C", "C", "O", "H", "H", "H", "H", "H", "H", "C", "C", "C", "C", "C", "C", "C", "C", "C", "C", "N", "H", "H", "H", "H", "H", "H", "H", "H", "H", "H", "H"], "xyz": [[2.775, -2.047, -1.462], [1.927, -1.585, -2.657], [2.752, -3.424, -1.473], [3.923, -1.751, -1.509], [2.523, -1.751, -0.408], [0.894, -1.921, -2.635], [2.657, -3.760, -0.484], [2.313, -2.278, -3.455], [2.057, -0.516, -2.932], [-0.221, 0.916, -1.177], [-0.733, 1.342, -2.594], [-1.088, 1.068, 0.051], [-2.472, 1.499, 0.019], [-0.856, 0.710, 1.374], [-2.010, 1.137, 2.191], [0.304, 0.229, 1.846], [-1.837, 0.859, 3.634], [0.405, -0.234, 3.205], [-0.749, 0.115, 3.991], [-3.090, 1.510, 1.280], [0.020, -0.076, -1.326], [0.730, 1.452, -1.053], [-1.756, 0.981, -2.791], [-3.051, 1.569, -0.905], [-3.779, 2.092, 1.399], [0.947, -0.170, 1.087], [-2.493, 1.366, 4.304], [1.456, -0.510, 3.558], [-0.710, -0.169, 5.064], [-0.090, 0.840, -3.348], [-0.747, 2.504, -2.794]]}

=====

6.
{"formula": "C12H17NS", "method": "ωB97M-V/def2-TZVPD", "fmax_ev_per_a": 5.16, "smiles": "Cc1c[nH]c2ccccc12.CCSC", "e_above_lowest_kcal_mol": 90.6, "spin_multiplicity": 1, "elements": ["C", "C", "C", "C", "C", "C", "C", "C", "C", "N", "H", "H", "H", "H", "H", "H", "H", "H", "H", "C", "C", "C", "S", "H", "H", "H", "H", "H", "H", "H", "H"], "xyz": [[3.771, 1.670, 0.752], [1.481, -0.974, -0.540], [2.562, -0.117, -0.831], [2.809, 0.619, 0.384], [1.952, 0.150, 1.313], [0.729, -1.766, -1.390], [1.115, -1.463, -2.698], [2.172, -0.542, -3.105], [2.934, 0.085, -2.152], [1.246, -0.943, 0.883], [-0.183, -2.327, -1.107], [0.622, -2.029, -3.554], [0.385, -1.517, 1.358], [2.542, -0.573, -4.085], [1.802, 0.738, 2.209], [3.684, 0.884, -2.265], [3.728, 2.236, -0.112], [4.666, 1.149, 0.960], [3.383, 2.216, 1.562], [-4.321, 0.002, 0.209], [-4.039, 1.313, -0.589], [-2.603, 1.196, 2.736], [-3.251, -0.233, 1.720], [-5.308, 0.143, 0.801], [-4.133, -0.922, -0.295], [-4.989, 1.601, -1.018], [-3.181, 1.191, -1.448], [-2.413, 0.849, 3.744], [-1.757, 1.520, 2.288], [-3.409, 2.059, 2.602], [-3.528, 2.080, 0.136]]}

=====

no.,M (g mol⁻¹)
1,869.957
2,386.328
3,247.302
4,1031.820
5,191.274
6,207.342